{"formula": "C3H5ClN4", "method": "ωB97M-V with the def2-TZVPD basis set", "species": ["C", "C", "C", "N", "N", "N", "N", "Cl", "H", "H", "H", "H", "H"], "positions_angstrom": [[0.19119, -0.63646, 0.84683], [0.62258, 1.72011, 0.32245], [-1.84660, -0.57277, -1.29458], [0.89498, -1.73850, 0.87926], [2.16957, -1.25994, 0.68456], [2.22648, 0.00119, 0.51199], [0.96152, 0.44919, 0.48385], [-1.22512, -0.58030, -2.82971], [-0.89192, -0.57310, 1.00410], [1.43464, 2.43981, 0.32541], [-0.27626, 2.12830, 0.63331], [-1.39379, -1.00955, -0.44106], [-2.86728, -0.36799, -1.12642]], "forces_ev_per_a": [[-1.103, 0.051, -0.304], [1.726, 2.248, -0.313], [-0.623, -0.001, 0.658], [0.481, 2.059, 0.229], [0.913, -0.733, 0.114], [0.410, -0.584, -0.867], [-0.958, -2.618, 1.845], [0.389, -0.080, -0.468], [1.034, 0.192, 0.317], [0.108, -0.372, -0.350], [-1.919, -0.035, 0.370], [0.622, -0.591, -0.762], [-1.079, 0.464, -0.470]], "e_lumo_ha": [-0.015, -0.038], "total_charge": 0, "relative_energy_kcal_mol": 145.79}

{"formula": "C12H24ClHfIO12", "method": "ωB97M-V with the def2-TZVPD basis set", "species": ["Hf", "I", "Cl", "C", "O", "C", "O", "O", "C", "H", "H", "H", "H", "H", "H", "C", "O", "C", "O", "O", "C", "H", "H", "H", "H", "H", "H", "C", "O", "C", "O", "O", "C", "H", "H", "H", "H", "H", "H", "C", "O", "C", "O", "O", "C", "H", "H", "H", "H", "H", "H"], "positions_angstrom": [[-0.15427, 0.09550, -0.32034], [-2.89239, -3.89794, -1.60175], [-0.06985, -1.43116, 3.96296], [-8.14194, 0.75778, 1.23445], [-7.65217, 1.55572, 2.31901], [-6.29828, 1.77911, 2.50701], [-5.27570, 1.29036, 1.92935], [-6.05952, 2.55807, 3.55318], [-7.01315, 3.39753, 4.19299], [-7.82053, -0.19896, 1.64610], [-7.69894, 0.74590, 0.23860], [-9.21913, 0.88183, 1.12330], [-6.66523, 4.03209, 5.00808], [-7.76907, 2.74233, 4.62589], [-7.60871, 3.85806, 3.40475], [6.60756, -4.09251, -0.20474], [5.72218, -5.15216, -0.09377], [4.35518, -4.95100, -0.06408], [3.68030, -3.87509, -0.15971], [3.71004, -6.12399, 0.11274], [4.39848, -7.23833, 0.59191], [7.64976, -4.33602, 0.00171], [6.31640, -3.30906, 0.49492], [6.65875, -3.66064, -1.20423], [3.75358, -8.11400, 0.66527], [4.92534, -7.08741, 1.53412], [5.13548, -7.60690, -0.12158], [3.95205, -2.62122, -6.73745], [2.64760, -2.37771, -7.33339], [1.77131, -1.64470, -6.68088], [1.76814, -1.35114, -5.45221], [0.72485, -1.29591, -7.48337], [0.54735, -1.76986, -8.83003], [4.61211, -1.93500, -7.26804], [4.27817, -3.60848, -7.06462], [3.94952, -2.37400, -5.67586], [1.43947, -1.46309, -9.37604], [-0.35317, -1.41529, -9.33145], [0.42408, -2.85186, -8.78339], [-0.93898, 7.69370, 4.20365], [-0.67223, 6.72535, 3.34382], [-0.16300, 5.49710, 3.79186], [-0.04069, 4.53950, 3.01521], [0.42178, 5.60569, 4.98550], [1.38132, 4.66896, 5.42820], [-0.81766, 8.65676, 3.70778], [-0.24927, 7.86734, 5.02963], [-1.97556, 7.68737, 4.54064], [0.81874, 3.78448, 5.72705], [1.93245, 5.12375, 6.25132], [1.96746, 4.23915, 4.61592]], "forces_ev_per_a": [[0.174, -0.168, 0.960], [-0.015, -0.062, 0.040], [-0.063, 0.301, -0.987], [0.739, -2.067, 0.532], [2.468, 2.141, -0.393], [1.393, -1.144, -0.433], [-4.065, 1.054, 0.943], [1.106, 0.014, -0.097], [-2.490, -1.162, -0.580], [-1.049, -0.793, -0.613], [0.537, 1.210, 0.199], [0.243, 0.071, 0.509], [0.805, -0.081, -0.737], [0.028, -0.168, 0.405], [0.352, 0.863, 0.193], [0.687, 2.401, -0.088], [-2.635, -0.983, 0.015], [-1.076, 1.996, 0.060], [3.163, -3.738, 0.121], [-0.208, 1.902, -0.225], [1.444, -2.013, -0.172], [-0.367, -0.875, 0.350], [0.050, 0.139, -0.066], [-0.504, -0.086, -0.162], [-0.656, 0.600, 0.272], [-0.270, 0.305, 0.039], [0.267, 0.439, -0.155], [0.120, 0.762, -0.855], [0.273, 0.040, 0.311], [-1.635, 0.340, 1.822], [0.237, -0.639, -3.681], [-0.089, 0.513, 1.552], [1.086, -0.781, 0.055], [0.124, 0.143, 0.241], [-0.372, -0.106, 0.623], [-0.056, -0.523, -0.124], [-0.218, -0.351, -0.347], [0.054, 0.696, 0.759], [0.405, -0.080, -0.214], [-0.774, 4.317, 2.444], [1.319, -5.494, -1.504], [1.653, 0.031, -2.370], [-0.782, 2.010, 1.961], [-0.935, 1.200, -0.636], [-0.703, -1.701, -0.242], [-0.220, -0.031, -0.595], [-0.021, -0.861, 0.278], [-0.014, -0.245, 0.321], [0.082, -0.005, 0.737], [-0.036, -0.133, -0.339], [0.445, 0.798, -0.129]], "e_lumo_ha": -0.465, "total_charge": 2, "relative_energy_kcal_mol": 430.06}

{"formula": "C6H13O2", "method": "ωB97M-V with the def2-TZVPD basis set", "species": ["H", "C", "C", "C", "C", "C", "O", "C", "H", "H", "H", "H", "H", "H", "H", "H", "H", "H", "H", "O", "H"], "positions_angstrom": [[1.28225, 0.47166, -1.50939], [0.02900, -0.24325, -1.66292], [0.20323, -1.54904, -2.36971], [-0.43796, -0.36485, -0.21893], [-0.74042, 1.01308, 0.50172], [-1.17012, 0.63450, 2.01412], [-2.35037, 0.48161, 2.15567], [-0.07200, 0.49429, 2.97087], [-0.67385, 0.41782, -2.13916], [0.52337, -1.58613, -3.42725], [1.01568, -2.03852, -1.75667], [-0.69289, -2.18428, -2.37840], [-1.30309, -1.03942, -0.03474], [0.36240, -0.97401, 0.31836], [0.22799, 1.55249, 0.36286], [-1.56824, 1.55761, -0.03974], [0.90701, 0.61001, 2.57472], [-0.16971, 1.17898, 3.78012], [-0.17744, -0.45964, 3.42319], [1.99277, 0.90139, -1.06624], [2.81240, 1.12569, -1.49848]], "forces_ev_per_a": [[-0.703, -0.722, -1.973], [-4.599, -1.781, 0.019], [1.825, -0.880, 0.435], [1.042, -0.569, 1.308], [0.716, -0.950, -0.124], [0.193, 1.751, -4.347], [-0.298, -0.447, 1.288], [-0.214, -0.297, 0.778], [0.282, 0.877, -0.714], [0.064, 0.707, 0.499], [-0.838, -0.245, -0.819], [-0.019, 0.209, 0.513], [0.049, 0.364, -0.906], [-0.569, 1.054, -0.211], [-0.882, 0.039, 0.640], [0.757, -0.673, 0.786], [0.649, 0.029, -0.671], [-0.294, 0.795, 0.647], [0.092, -1.112, 0.509], [2.899, 2.147, 3.219], [-0.152, -0.295, -0.874]], "e_lumo_ha": [0.032, -0.023], "total_charge": 0, "relative_energy_kcal_mol": 34.36, "spin_multiplicity": 2}

{"formula": "C22H28GeN3O3RhS", "method": "ωB97M-V with the def2-TZVPD basis set", "species": ["Rh", "C", "O", "C", "C", "C", "C", "C", "C", "O", "C", "O", "C", "H", "H", "H", "H", "H", "H", "H", "H", "H", "C", "N", "C", "C", "N", "C", "S", "C", "C", "C", "C", "C", "N", "H", "H", "H", "H", "H", "H", "H", "H", "H", "C", "Ge", "C", "C", "C", "H", "H", "H", "H", "H", "H", "H", "H", "H", "H"], "positions_angstrom": [[0.90693, -0.18206, -0.52470], [-5.78329, -1.07757, 1.00049], [-5.48018, -1.98244, -0.04518], [-4.21665, -1.97045, -0.53248], [-3.97015, -2.88268, -1.58167], [-2.72439, -2.92242, -2.12425], [-1.64756, -2.10312, -1.68983], [-0.38441, -2.23831, -2.36890], [-0.26497, -3.17004, -3.55635], [0.66567, -1.64243, -2.06760], [-1.90203, -1.17813, -0.61664], [-1.07351, -0.34985, -0.09551], [-3.22115, -1.15198, -0.07166], [-6.83123, -1.23358, 1.24086], [-5.62978, -0.04291, 0.68442], [-5.17277, -1.27763, 1.88445], [-4.77058, -3.52169, -1.92633], [-2.55020, -3.62374, -2.92753], [-0.47334, -4.20167, -3.27284], [0.75243, -3.10528, -3.93228], [-0.96268, -2.88994, -4.34603], [-3.38464, -0.44524, 0.72704], [0.37933, -0.89935, 3.41003], [1.65066, -0.46976, 2.86174], [2.32060, 0.70171, 3.17066], [3.31778, 0.84982, 2.28617], [3.27786, -0.25814, 1.43846], [2.18127, -1.03089, 1.75342], [1.64217, -2.40654, 0.96192], [3.82003, -0.23931, 0.12955], [5.18471, -0.31851, -0.06565], [5.67257, -0.26668, -1.36052], [4.77481, -0.16034, -2.40841], [3.42206, -0.09818, -2.12583], [2.94579, -0.12052, -0.87777], [0.10686, -0.22495, 4.21859], [0.45360, -1.91834, 3.78402], [-0.37371, -0.86507, 2.61990], [2.03366, 1.31805, 4.00339], [4.06301, 1.61796, 2.18974], [5.84176, -0.43888, 0.78380], [6.73676, -0.32543, -1.54398], [5.10924, -0.12788, -3.43517], [2.67514, -0.03082, -2.90394], [-0.44058, 4.34224, -0.96007], [-0.47508, 2.89877, 0.37519], [-2.32526, 2.30978, 0.58907], [0.10166, 3.66906, 2.09723], [0.89967, 1.60210, -0.12720], [-1.11793, 5.14507, -0.66409], [-0.75528, 3.97139, -1.93605], [0.56271, 4.75866, -1.05921], [-2.95369, 3.17708, 0.80323], [-2.39824, 1.60310, 1.41484], [-2.68877, 1.81666, -0.31052], [-0.51279, 4.53077, 2.36250], [1.14433, 3.98731, 2.05141], [0.00552, 2.92298, 2.88768], [1.83623, 2.17028, -0.27159]], "forces_ev_per_a": [[-0.032, 0.062, 0.009], [-0.006, 0.003, 0.004], [-0.007, 0.004, 0.003], [0.049, 0.028, 0.032], [-0.019, -0.040, -0.039], [-0.013, 0.002, 0.009], [0.035, 0.033, 0.028], [-0.034, -0.012, 0.046], [0.002, 0.029, -0.033], [0.010, -0.018, 0.014], [0.016, -0.028, -0.102], [0.034, 0.034, 0.036], [-0.036, -0.005, 0.028], [-0.002, 0.000, -0.003], [0.000, -0.001, -0.002], [0.001, -0.002, -0.001], [0.006, 0.000, -0.005], [-0.004, -0.003, 0.002], [-0.001, -0.003, 0.012], [-0.001, 0.001, 0.001], [0.002, -0.019, -0.006], [0.007, 0.004, 0.003], [-0.054, 0.008, 0.004], [0.039, 0.027, -0.007], [-0.056, 0.000, 0.018], [0.036, -0.009, 0.047], [-0.056, 0.114, -0.157], [0.022, -0.009, 0.057], [0.000, -0.090, -0.054], [-0.010, -0.074, -0.043], [0.047, 0.001, 0.049], [-0.029, 0.008, -0.018], [0.032, -0.001, 0.001], [-0.039, 0.009, 0.025], [0.039, 0.012, 0.063], [0.013, -0.004, 0.004], [0.008, 0.002, -0.010], [0.002, 0.007, 0.005], [-0.007, 0.004, -0.001], [0.005, -0.006, -0.029], [-0.031, 0.005, 0.025], [0.002, 0.001, -0.008], [-0.008, -0.004, -0.005], [-0.005, 0.008, 0.006], [-0.009, -0.014, 0.006], [-0.013, 0.001, 0.006], [0.032, 0.008, 0.015], [0.003, -0.042, -0.019], [0.007, -0.021, -0.032], [0.001, 0.003, -0.002], [0.003, -0.009, 0.004], [0.004, -0.008, 0.004], [0.006, 0.002, 0.006], [-0.005, 0.000, -0.002], [0.011, -0.001, -0.011], [-0.005, 0.000, -0.007], [-0.002, 0.002, -0.003], [-0.001, 0.001, 0.019], [0.006, 0.000, 0.008]], "e_lumo_ha": 0.007, "total_charge": 0, "relative_energy_kcal_mol": 50.09}

{"formula": "C10H18CaF18O9P3", "method": "ωB97M-V with the def2-TZVPD basis set", "species": ["Ca", "P", "F", "F", "F", "F", "F", "F", "P", "F", "F", "F", "F", "F", "F", "P", "F", "F", "F", "F", "F", "F", "C", "C", "C", "O", "C", "O", "O", "H", "H", "H", "H", "H", "H", "C", "O", "C", "O", "O", "C", "H", "H", "H", "H", "H", "H", "C", "O", "C", "O", "O", "C", "H", "H", "H", "H", "H", "H"], "positions_angstrom": [[0.47858, -0.27717, -1.32619], [0.48861, -3.22657, -3.15281], [2.09150, -3.01009, -3.25306], [0.34543, -3.05535, -1.48318], [0.31596, -1.57545, -3.19974], [-1.18428, -3.21371, -3.35765], [0.42320, -3.29842, -4.86061], [0.60979, -4.86591, -3.09705], [3.33757, 0.69833, -2.34472], [2.13515, 1.17482, -1.30703], [3.12754, -0.74987, -1.75187], [2.18901, 0.44565, -3.39629], [4.43588, 0.05503, -3.28341], [3.67377, 2.22977, -2.83744], [4.30729, 0.89597, -1.07217], [-1.54388, 1.77078, -3.02367], [-2.13652, 2.16470, -1.59662], [-1.49594, 0.18989, -2.58639], [-3.00356, 1.78803, -3.66920], [-0.79257, 1.41039, -4.41591], [-1.53435, 3.29729, -3.40905], [-0.02876, 1.87017, -2.46834], [-0.87440, 3.27230, 4.49363], [-0.93365, 3.30742, 2.96998], [-0.09861, 4.33595, 2.26851], [0.07342, 3.63101, 1.00829], [-0.05712, 2.29120, 1.22159], [0.35281, 1.35891, 0.53596], [-0.50846, 2.11821, 2.40553], [-1.69156, 2.60641, 4.77102], [-1.02045, 4.31317, 4.78232], [0.10697, 3.00956, 4.88858], [-1.94153, 3.51815, 2.61241], [0.89230, 4.38698, 2.71973], [-0.62943, 5.28688, 2.22315], [-2.60113, -3.57616, -0.44032], [-3.08251, -2.50600, 0.43868], [-2.64732, -1.26603, 0.32089], [-1.58446, -0.86737, -0.25794], [-3.51273, -0.48467, 1.04299], [-3.46042, 0.93878, 1.08555], [-1.52528, -3.75007, -0.46035], [-2.98107, -3.45766, -1.45507], [-3.20669, -4.42020, -0.11018], [-4.41304, 1.29281, 1.47961], [-3.37846, 1.40102, 0.10182], [-2.62540, 1.16623, 1.74820], [0.16325, -1.28968, 2.96706], [1.25570, -2.11409, 2.57529], [1.91560, -1.90594, 1.46836], [1.50282, -1.38242, 0.41368], [3.11394, -2.47575, 1.72573], [4.14884, -2.58860, 0.69356], [0.48892, -0.24948, 2.96210], [-0.10681, -1.46331, 4.00870], [-0.68015, -1.35394, 2.27957], [3.93409, -3.24075, -0.15301], [5.01176, -2.97433, 1.23640], [4.36098, -1.58665, 0.32047]], "forces_ev_per_a": [[-0.389, -0.006, -0.324], [-1.640, 0.145, -3.943], [-1.241, -0.640, 1.046], [0.578, -0.718, -1.507], [0.568, -0.221, -0.091], [1.159, -0.975, 1.682], [0.906, 0.088, 1.963], [-0.258, 1.886, 0.705], [1.411, 1.262, 0.625], [0.136, 1.267, 0.067], [-1.322, -2.552, 0.546], [-0.385, 0.351, -0.898], [0.771, 0.722, -0.546], [-0.761, -1.464, 0.298], [1.281, 0.803, -0.088], [1.066, 0.933, -2.366], [-0.292, -0.399, 1.164], [-1.067, 0.276, -0.361], [-0.532, -2.006, 0.109], [-1.273, -0.516, -0.339], [0.946, 1.866, -0.023], [0.535, 0.212, 1.654], [-0.189, 0.452, -1.245], [-0.516, 1.481, 1.184], [0.522, -1.355, -0.102], [0.038, 0.226, -1.110], [2.812, -0.636, -2.862], [-1.441, 2.453, 1.040], [-1.070, -2.364, 2.481], [0.288, 0.170, 0.760], [-0.508, -0.103, 0.442], [-0.123, -0.449, -0.184], [-0.476, -0.331, 0.301], [0.078, 0.496, 0.010], [0.395, -0.066, -0.612], [-1.008, -0.216, -0.289], [0.453, 0.225, -0.575], [2.445, 1.949, -0.755], [-3.979, -1.486, 2.314], [0.303, -1.560, -1.078], [0.535, 0.062, -0.257], [-0.225, 0.296, 0.344], [0.407, 0.756, -0.074], [0.585, -0.158, 0.479], [0.096, -0.370, 0.337], [0.496, -0.256, -0.038], [-0.120, 0.563, -0.156], [-0.038, 1.273, -0.460], [-1.001, -0.010, 1.333], [0.650, -0.024, -2.356], [1.334, -1.297, 3.226], [-0.344, 0.143, -1.462], [-0.011, 0.833, 0.279], [0.061, 0.086, -0.264], [0.083, -0.749, -0.274], [0.007, -0.288, 0.121], [-0.599, -0.009, 0.267], [-0.152, 0.046, -0.028], [0.016, -0.096, -0.112]], "e_lumo_ha": 0.061, "total_charge": -1, "relative_energy_kcal_mol": 38.21}